Here is a 2-piece molecular cluster, C12H14N overall in a non-equilibrium geometry from the OMol25 dataset. Energies are from ωB97M-V with the def2-TZVPD basis set.

Values from the calculation:
**Charge**: +1
**HOMO-LUMO gap**: 8.244 eV
**Energy above the lowest of the compared OMol25 structures with the same formula, charge and spin**: 385.93 kJ/mol
**Calculated total energy**: -14150.5459 eV

Atoms and positions in Å:
C 2.5887 -2.0674 -0.5192
C 2.2996 -0.8841 -0.7063
C -2.6953 -1.8172 -0.4331
C -1.6982 -2.2717 0.4308
C -2.7307 -0.4969 -0.7694
C -0.6183 -1.5177 0.8125
C -1.5976 0.2724 -0.4349
C -0.5541 -0.2557 0.3134
C -1.4098 1.7413 -0.8032
C -0.2353 2.1270 0.2976
C 0.4146 0.7649 0.6851
C 1.7852 0.2070 -1.0757
N 1.3130 0.7581 1.6930
H 3.4415 -2.5355 -0.9561
H -3.5219 -2.4190 -0.5432
H -1.8372 -3.1803 1.0454
H -3.3327 -0.1885 -1.5766
H 0.3091 -1.8839 1.3607
H -0.8913 1.6677 -1.7231
H -2.2446 2.2746 -0.7113
H 0.4446 2.9846 -0.1228
H -0.5546 2.3376 1.4097
H 2.2282 1.1462 -0.8185
H 1.1483 0.2543 -1.9450
H 1.8309 -0.0955 2.0546
H 1.8487 1.5912 2.0426
H 2.2359 -2.7484 0.1950

Cartesian forces (eV/Å) of the 3 atoms listed first:
2.271 -4.122 0.839
-0.565 0.998 -0.478
1.126 0.688 2.197